Below is 21 unconnected molecules or ions with the total composition C84H168O21 in a non-equilibrium geometry, with properties calculated with ωB97M-V/def2-TZVPD.

Geometry (Å):
C  -18.503729  -23.547128  0.025857
C  -18.539279  -21.997135  -0.015447
C  -19.446503  -21.655990  1.107470
O  -20.227265  -22.803673  1.328573
C  -19.627787  -23.967327  0.879408
H  -17.606245  -23.931861  0.510201
H  -18.585609  -24.004361  -0.960217
H  -18.976062  -21.715956  -0.973707
H  -17.544845  -21.588215  0.163363
H  -20.115910  -20.852693  0.799714
H  -18.835793  -21.301782  1.937932
H  -20.289163  -24.499225  0.195467
H  -19.260225  -24.619086  1.671998
C  -15.832879  -23.080605  3.765327
C  -15.340684  -21.856954  2.997599
C  -13.916269  -21.692026  3.465499
O  -13.813864  -22.379217  4.725848
C  -15.024214  -22.980321  5.121050
H  -15.571251  -23.962468  3.180533
H  -16.915930  -23.049767  3.884262
H  -15.917010  -20.970091  3.261082
H  -15.422276  -21.982565  1.917946
H  -13.730031  -20.618062  3.470765
H  -13.335743  -22.280054  2.754640
H  -15.669075  -22.356271  5.739779
H  -14.872842  -23.967022  5.558774
C  -12.903455  -11.321781  1.032507
C  -13.478966  -11.702846  2.375639
C  -12.148119  -12.031666  3.107532
O  -11.075706  -11.960437  2.104663
C  -11.672207  -12.200900  0.871962
H  -12.460524  -10.326409  1.066446
H  -13.634961  -11.376139  0.226257
H  -14.092429  -12.603822  2.372063
H  -14.022284  -10.839536  2.759820
H  -12.074615  -12.995020  3.612154
H  -11.908647  -11.268676  3.848211
H  -11.908273  -13.264878  0.853919
H  -10.830234  -11.850512  0.274955
C  -8.122356  -15.533348  2.019473
C  -8.365338  -16.851168  2.784194
C  -9.644093  -16.626696  3.545478
O  -10.370272  -15.815525  2.567545
C  -9.460700  -14.830088  2.116190
H  -7.887703  -15.667196  0.963481
H  -7.412563  -14.882033  2.529450
H  -7.502008  -17.041204  3.421891
H  -8.419437  -17.700188  2.102777
H  -9.661782  -16.147790  4.524479
H  -10.243299  -17.512325  3.756906
H  -9.567731  -13.972521  2.780441
H  -9.857217  -14.532217  1.145549
C  -8.517577  -25.915605  -3.397261
C  -7.819228  -24.545861  -3.359144
C  -8.631512  -23.782217  -2.368729
O  -9.994734  -24.320153  -2.525376
C  -9.953736  -25.732898  -2.777669
H  -7.883717  -26.691962  -2.968777
H  -8.535352  -26.137625  -4.464260
H  -7.704829  -23.987850  -4.288466
H  -6.849119  -24.692521  -2.884297
H  -8.744671  -22.718541  -2.578201
H  -8.372066  -23.993177  -1.331283
H  -10.742863  -26.086081  -3.441468
H  -10.110578  -26.208499  -1.809523
C  -17.448203  -16.393929  1.049033
C  -18.263637  -16.857078  2.182517
C  -17.476885  -18.178430  2.445775
O  -16.147014  -17.826183  2.170133
C  -16.026200  -16.663375  1.475705
H  -17.584595  -15.327179  0.871455
H  -17.701302  -17.041552  0.209612
H  -19.348082  -16.962394  2.151368
H  -18.004213  -16.138766  2.960225
H  -17.713524  -18.897121  1.661177
H  -17.457006  -18.533025  3.476297
H  -15.449480  -16.951571  0.596813
H  -15.542603  -15.940229  2.132418
C  -15.508518  -15.612019  -6.346432
C  -14.044867  -15.811760  -6.292310
C  -13.703449  -16.557259  -7.555107
O  -14.912229  -16.721461  -8.305061
C  -15.978355  -16.671708  -7.395759
H  -15.693464  -14.608255  -6.728994
H  -16.028773  -15.602419  -5.388651
H  -13.646263  -16.252711  -5.378653
H  -13.432852  -14.913316  -6.212780
H  -13.298837  -17.555037  -7.385301
H  -12.924709  -16.048088  -8.122916
H  -16.135766  -17.686995  -7.031750
H  -16.906401  -16.323709  -7.849331
C  -15.119238  -13.493735  5.969858
C  -16.624851  -13.433634  6.250113
C  -17.148049  -13.857485  4.846413
O  -16.259789  -14.982273  4.612664
C  -14.941734  -14.613678  4.902605
H  -14.570063  -13.808581  6.857193
H  -14.750585  -12.549488  5.569086
H  -17.055829  -12.471184  6.525875
H  -16.721238  -14.140900  7.073878
H  -17.157804  -13.137712  4.027921
H  -18.167837  -14.242345  4.846160
H  -14.375308  -14.220439  4.058436
H  -14.545627  -15.497367  5.402904
C  -7.078494  -18.910953  -1.780050
C  -8.358279  -18.663035  -1.196739
C  -9.377020  -18.479286  -2.314908
O  -8.637923  -18.976931  -3.463065
C  -7.395462  -19.606761  -3.091540
H  -6.513132  -19.558352  -1.109727
H  -6.409134  -18.088041  -2.030777
H  -8.488763  -17.824349  -0.512863
H  -8.702622  -19.534062  -0.639215
H  -9.701107  -17.452449  -2.484248
H  -10.265063  -19.097773  -2.184765
H  -6.701716  -19.452611  -3.918015
H  -7.641468  -20.667851  -3.050671
C  -11.819796  -21.849593  -5.639344
C  -12.543554  -20.800123  -6.315604
C  -13.352706  -20.079248  -5.168738
O  -12.467968  -20.301142  -4.038176
C  -11.328119  -21.079331  -4.429282
H  -11.046333  -22.270245  -6.281925
H  -12.420626  -22.727768  -5.402859
H  -13.227450  -21.124376  -7.099974
H  -11.839386  -20.103973  -6.771250
H  -14.305787  -20.583162  -5.008109
H  -13.433199  -19.000848  -5.305384
H  -11.063722  -21.709649  -3.580237
H  -10.627720  -20.258414  -4.583056
C  -10.120619  -25.144041  1.702423
C  -9.913800  -24.585621  3.100044
C  -9.389691  -23.128290  2.893168
O  -9.820211  -22.868510  1.535899
C  -10.590625  -23.915766  0.984238
H  -10.801182  -25.980221  1.542003
H  -9.185185  -25.487183  1.260477
H  -9.191824  -25.150897  3.689365
H  -10.869566  -24.640630  3.621191
H  -8.311823  -23.168971  3.050168
H  -9.871586  -22.374099  3.515318
H  -10.337552  -23.827860  -0.072318
H  -11.635985  -23.658487  1.154953
C  -16.410129  -19.874890  -2.992620
C  -16.794652  -18.461687  -3.374539
C  -18.313083  -18.579072  -3.217695
O  -18.688442  -19.899765  -3.653909
C  -17.505775  -20.582865  -3.812451
H  -16.518110  -20.015174  -1.917095
H  -15.381545  -20.094640  -3.278688
H  -16.528605  -18.132059  -4.378856
H  -16.296281  -17.790324  -2.675261
H  -18.851692  -17.890819  -3.869087
H  -18.536025  -18.319234  -2.182855
H  -17.186963  -20.600839  -4.854634
H  -17.598123  -21.590654  -3.407562
C  -9.094286  -18.634596  -6.601519
C  -9.004380  -18.236446  -8.007228
C  -10.336585  -17.545474  -8.395744
O  -10.479847  -16.837189  -7.176281
C  -10.182716  -17.726018  -6.080832
H  -8.197757  -18.501913  -5.995943
H  -9.439107  -19.662006  -6.484761
H  -8.728103  -19.070704  -8.652040
H  -8.143002  -17.578221  -8.120637
H  -11.147296  -18.265910  -8.504438
H  -10.270218  -16.825023  -9.211012
H  -11.134249  -18.210147  -5.861042
H  -9.949989  -17.129672  -5.198622
C  -11.661527  -18.197787  0.534588
C  -12.626452  -18.978254  -0.269381
C  -12.959629  -17.966901  -1.423538
O  -11.949562  -16.912088  -1.429990
C  -11.767968  -16.815216  -0.013085
H  -10.623485  -18.526060  0.481664
H  -11.902182  -18.162239  1.597093
H  -13.622443  -19.183216  0.123164
H  -12.244987  -19.840579  -0.816180
H  -13.890469  -17.464175  -1.161052
H  -12.926314  -18.504155  -2.371352
H  -12.433772  -16.156251  0.544190
H  -10.843597  -16.260463  0.147864
C  -13.357322  -24.059135  -2.391179
C  -14.686165  -24.533640  -1.811962
C  -14.529517  -24.188382  -0.352935
O  -13.907456  -22.901743  -0.381227
C  -13.127878  -22.758394  -1.562682
H  -13.189507  -23.927194  -3.460072
H  -12.547430  -24.748855  -2.153573
H  -14.826595  -25.612189  -1.883482
H  -15.555841  -24.020262  -2.222069
H  -13.897440  -24.945552  0.111043
H  -15.482063  -24.315293  0.161513
H  -12.082616  -22.600347  -1.297036
H  -13.510755  -21.854377  -2.036228
C  -7.614905  -11.341592  -0.487768
C  -6.947781  -10.161944  0.039750
C  -6.077363  -10.698547  1.150771
O  -6.873549  -11.714583  1.720707
C  -7.669127  -12.256835  0.691489
H  -7.065688  -11.809517  -1.304786
H  -8.633431  -11.040659  -0.733000
H  -7.671481  -9.467929  0.467198
H  -6.290690  -9.580532  -0.607004
H  -5.892701  -9.978574  1.948040
H  -5.149854  -11.158781  0.810165
H  -8.655825  -12.367195  1.141316
H  -7.323362  -13.247888  0.397635
C  -10.011396  -14.168639  -3.590920
C  -11.411422  -14.736617  -4.012546
C  -12.359485  -14.154774  -2.903911
O  -11.542203  -13.942120  -1.807510
C  -10.159737  -14.353660  -2.068227
H  -10.008675  -13.145243  -3.966080
H  -9.147517  -14.646403  -4.053041
H  -11.446251  -15.825334  -3.972781
H  -11.761528  -14.480187  -5.012427
H  -13.025171  -14.969763  -2.619748
H  -12.946840  -13.263664  -3.125327
H  -9.937360  -15.408401  -1.906462
H  -9.498208  -13.807073  -1.396113
C  -6.161662  -14.520401  -3.078306
C  -5.175597  -15.023873  -4.119356
C  -3.882786  -15.063062  -3.352212
O  -4.173221  -15.142517  -1.926886
C  -5.510302  -14.567557  -1.700750
H  -7.032545  -15.174389  -3.033989
H  -6.414937  -13.522057  -3.435057
H  -5.175721  -14.380235  -4.999033
H  -5.468395  -15.998051  -4.510960
H  -3.414399  -14.081707  -3.427433
H  -3.213313  -15.887332  -3.598173
H  -5.314846  -13.586973  -1.266749
H  -6.134873  -15.238587  -1.111071
C  -16.893050  -14.036493  -3.161625
C  -18.059567  -13.052177  -3.194456
C  -17.717980  -11.932597  -2.194380
O  -16.400928  -12.366717  -1.705216
C  -16.190575  -13.776532  -1.828823
H  -16.167070  -13.702159  -3.902762
H  -17.142666  -15.072131  -3.392363
H  -18.955859  -13.607838  -2.918779
H  -18.146070  -12.571046  -4.168692
H  -18.390137  -11.750542  -1.355830
H  -17.584461  -10.971200  -2.690351
H  -16.636601  -14.342777  -1.011194
H  -15.109321  -13.914131  -1.836234
C  -3.268962  -18.680815  0.376296
C  -3.777370  -18.764422  1.746106
C  -5.231545  -18.240423  1.606810
O  -5.152971  -17.315702  0.562639
C  -3.858384  -17.330055  -0.055147
H  -3.605052  -19.528039  -0.221506
H  -2.199099  -18.482611  0.311461
H  -3.290762  -18.056362  2.416894
H  -3.640954  -19.780161  2.117289
H  -5.491358  -17.775203  2.557688
H  -5.945052  -19.030996  1.374418
H  -3.352993  -16.481509  0.405983
H  -3.767334  -17.250555  -1.138423
C  -9.788786  -19.813916  7.295055
C  -10.385737  -18.924831  8.302239
C  -11.857162  -18.749794  7.871863
O  -12.014459  -19.358258  6.576038
C  -10.856737  -19.924741  6.080260
H  -9.505883  -20.782530  7.707180
H  -8.951460  -19.235885  6.904062
H  -9.943351  -17.928679  8.311281
H  -10.432683  -19.360182  9.300421
H  -11.993112  -17.684653  7.684578
H  -12.549029  -19.181091  8.595328
H  -10.567705  -19.292529  5.240691
H  -11.023759  -20.883538  5.589422

Forces on the atoms, in the same order (eV/Å):
2.064 0.212 -0.604
0.714 -1.171 -0.930
-0.289 0.589 -0.310
-1.441 0.612 1.456
-0.424 -0.640 -0.649
0.411 0.281 -0.369
0.268 0.189 -0.063
0.327 0.367 -0.025
-0.017 0.163 -0.513
-0.147 0.083 0.342
-0.298 -0.319 0.666
-0.697 -0.273 0.675
-0.421 -0.027 0.322
0.287 0.017 0.239
-0.904 0.105 0.250
-0.766 -1.036 -0.535
0.656 0.596 0.581
-1.578 0.004 -2.407
0.056 -0.272 0.225
0.004 -0.184 0.205
-0.174 0.032 0.075
0.139 0.005 -0.038
0.840 -0.209 0.485
0.771 0.547 0.005
0.452 0.204 0.619
0.278 0.210 0.154
-0.149 -0.081 -1.978
1.236 -0.345 0.300
0.974 0.866 0.129
-0.248 -0.057 3.100
0.031 0.219 0.742
-0.465 0.282 0.073
0.024 0.032 -0.104
-0.273 0.200 -0.336
-0.017 -0.314 0.428
-0.387 -0.235 -0.169
0.060 -0.002 0.068
-0.016 -0.200 -0.945
-0.798 -0.402 -1.344
-0.260 0.577 0.381
1.500 0.051 0.479
-1.572 0.227 -1.198
-0.603 -0.933 1.271
-1.359 -0.152 -0.360
0.450 -0.164 0.198
0.510 -0.320 -0.311
-0.043 -0.144 0.178
-0.350 0.022 0.014
0.856 0.618 -0.019
0.031 -0.267 -0.559
0.651 0.184 0.061
0.130 0.264 -0.119
-0.169 -0.192 -1.169
0.760 -0.157 1.404
-2.387 -0.474 0.027
-0.357 0.478 -0.493
1.867 0.868 0.191
-0.299 0.046 0.366
-0.568 -0.507 0.003
-0.179 -0.441 -0.126
0.374 0.164 -0.489
0.220 -0.016 0.292
0.432 0.295 0.086
-0.062 0.510 -0.124
0.344 -0.490 0.034
-0.388 1.555 -1.413
0.674 -0.890 2.110
-0.225 1.013 0.026
1.186 -2.335 1.899
-0.128 0.031 -1.179
-0.238 -0.068 -0.590
0.198 0.441 -0.625
0.154 -0.007 -0.568
-0.329 -0.247 0.674
-0.751 -0.626 0.440
-0.612 -0.370 -0.193
0.578 0.871 -0.180
-0.056 0.572 -0.405
-1.413 0.089 -0.126
2.050 0.341 1.193
0.465 -0.839 -0.588
0.380 0.661 -0.621
-0.005 0.916 0.820
-0.259 -0.059 -0.424
0.077 -0.506 0.031
-0.486 -0.990 0.056
-0.508 0.579 -0.579
0.076 -0.233 0.372
-0.386 0.113 -0.377
-0.157 -0.046 0.654
0.145 -0.162 -0.433
0.652 0.356 -0.027
0.351 0.581 -1.250
0.185 -1.996 1.475
-1.581 0.136 -1.726
-0.748 0.615 1.727
0.134 0.554 0.058
0.193 0.063 0.244
0.448 0.126 0.243
-1.153 -0.265 -0.441
0.710 0.520 0.227
0.029 -0.296 0.209
0.088 -0.458 -0.227
0.707 0.042 -0.584
3.443 -1.251 -1.019
-3.735 0.944 1.870
1.134 -0.797 -0.957
-0.531 0.579 -0.910
-1.737 0.327 -0.268
0.333 -0.017 -0.071
-0.366 0.499 0.342
0.598 0.116 0.201
0.233 -0.176 0.211
0.157 -0.033 -0.170
-0.120 0.042 0.071
0.164 0.116 0.181
0.464 -0.336 0.471
1.710 -1.422 0.355
-2.611 2.174 -1.166
2.261 -0.995 -0.357
-1.586 0.098 0.524
-0.684 0.316 0.740
0.421 0.202 0.111
-0.284 0.201 0.527
0.022 -0.097 -0.099
-0.030 0.152 -0.011
-0.098 0.199 0.058
-0.359 -0.032 -0.133
0.218 0.030 0.003
1.043 -0.866 -0.550
0.285 -0.273 -0.744
-0.006 -0.196 0.985
-1.749 -1.651 -0.943
1.518 1.424 0.607
0.452 0.991 -0.277
-0.230 0.005 0.647
0.277 0.162 0.015
-0.081 -0.152 -0.001
-0.008 0.316 0.174
0.123 0.576 -0.528
0.186 -0.169 0.310
-0.480 -0.599 -0.191
-0.371 -0.392 -0.105
-0.111 0.213 -1.239
-0.053 0.489 0.769
0.004 1.307 -0.739
-0.370 1.353 0.991
2.063 -1.965 0.868
-0.129 -0.123 0.004
-0.135 -0.330 0.007
0.206 -0.438 -0.150
-0.429 0.470 0.019
-0.052 0.201 0.138
-0.563 -0.617 0.203
-0.041 -0.207 -0.265
-0.320 -0.327 -0.435
-0.729 -0.776 1.939
1.246 -0.451 -3.112
1.768 -0.284 1.886
-0.936 1.331 0.575
-1.152 1.061 -0.321
0.080 -0.129 -0.305
0.248 -0.184 0.022
-0.222 -0.261 -0.137
-0.325 0.580 -0.196
-0.172 -0.105 -0.354
-0.093 -0.222 0.024
0.025 -0.572 0.233
0.276 0.081 -0.200
0.513 0.153 1.764
-1.128 0.200 -2.695
0.624 0.145 -0.305
-1.249 -1.405 1.313
2.262 2.078 -0.063
-0.092 -0.313 -0.245
-0.024 -0.157 0.093
0.393 -0.416 0.731
0.160 -0.352 0.694
-0.416 -0.119 -0.518
-0.431 0.442 -0.220
-1.080 -0.217 -0.443
0.335 -0.122 -0.168
0.759 0.694 0.549
0.089 -0.743 -0.409
0.465 -0.329 -0.743
-0.747 -0.383 1.378
-0.304 -0.247 -0.467
-0.775 0.270 -0.102
-0.110 -0.217 0.435
-0.125 -0.044 -0.372
0.043 0.054 -0.170
0.544 0.028 0.194
-0.058 1.114 0.236
0.083 -0.095 -0.027
0.175 -0.014 -0.421
-1.235 -0.470 -1.087
1.873 2.438 0.851
-0.300 -0.204 0.816
0.212 -0.216 0.506
-0.598 -1.292 0.929
-0.300 0.115 -0.236
0.049 -0.417 -0.792
0.010 0.052 0.082
-0.331 -0.043 -0.552
0.302 0.073 -0.144
0.333 0.263 -0.280
-0.215 -0.040 -0.272
0.170 -0.283 0.159
-1.302 -0.047 -0.343
-0.179 0.660 0.077
0.356 -1.903 -0.916
2.275 0.187 1.510
-0.589 0.685 -1.008
0.199 0.329 0.550
-0.142 -0.378 0.195
0.132 -0.052 0.275
0.380 0.269 -0.027
-0.529 0.038 -0.165
0.249 0.188 -0.312
-0.626 -0.301 0.428
-0.128 0.424 -0.172
-0.705 0.387 -0.410
-0.244 -0.919 -0.184
0.364 0.841 1.236
-1.300 -0.364 -0.639
1.417 -0.371 -1.149
-0.240 0.365 -0.311
-0.552 0.096 0.622
0.358 0.144 0.143
0.079 -0.230 0.224
0.598 -0.094 -0.597
0.075 0.201 -0.028
-0.506 -0.020 0.274
0.582 0.168 0.699
1.142 0.238 -0.376
-0.646 0.029 0.244
1.752 -1.220 0.116
-0.190 1.013 0.813
-1.017 0.876 -0.572
0.030 -0.192 -0.271
-0.187 0.027 0.195
-0.305 0.367 -0.187
-0.368 -0.475 -0.112
-0.189 -0.467 0.025
0.221 -0.057 0.001
-0.067 0.020 0.250
-0.122 -0.173 -0.061
0.948 1.918 -0.887
-0.710 -0.616 1.392
1.176 -0.900 0.548
-0.966 0.778 -1.343
0.181 -1.089 0.585
0.129 0.175 -0.267
0.263 -0.851 -0.014
0.376 -0.146 -0.024
-0.417 0.080 0.473
-0.396 0.221 -0.161
-0.180 -0.098 -0.047
0.626 -0.085 -0.248
-1.062 0.356 0.119
0.285 -0.644 -2.517
-2.028 0.561 1.069
0.628 0.278 -1.232
-1.634 -0.113 1.125
1.591 0.801 0.710
0.158 0.075 -0.298
0.516 -0.857 -0.159
0.255 -0.239 0.286
0.556 0.189 0.074
-0.695 0.058 0.479
-0.217 0.152 -0.224
0.664 0.224 -0.098
-0.115 -0.485 0.750

Its electronic energy is -132813.9987 eV. The LUMO energy is 0.5 eV. For the energy relative to the best compared isomer or geometry (same formula, charge and spin), the calculation gives 4.413 eV. As for the HOMO-LUMO gap: 0.350 Eh.